Entry 1:
DFT (the ωB97M-V functional and the def2-TZVPD basis) results for a single C3H7N5 molecule.

Last column: natural (NBO) charge in e.
Element x y z (Å)
1 N 0.429 -1.531 0.982  -0.272
2 N 0.893 2.091 -0.117  -0.820
3 N -1.904 -0.862 -0.569  -0.486
4 N -0.205 -2.387 0.060  -0.295
5 N -0.561 -0.016 -0.689  -0.532
6 C 0.231 -0.273 0.678  0.373
7 C -1.132 -2.157 -0.684  0.240
8 C 0.983 0.974 0.986  -0.309
9 H 0.652 1.402 1.974  0.233
10 H -1.679 -2.902 -1.295  0.185
11 H -0.884 1.022 -0.509  0.393
12 H -2.201 -0.698 -1.520  0.348
13 H 1.413 2.750 0.550  0.361
14 H 1.731 1.883 -0.817  0.366
15 H 2.233 0.704 0.970  0.216

Cartesian forces (eV/Å) of the 6 atoms listed first:
-1.30 2.64 -0.57
3.45 -0.44 1.83
4.15 -0.23 -0.71
3.76 -2.39 2.00
-1.62 2.03 4.22
-1.24 -1.58 -4.86

Results
lowest unoccupied orbital energy: 0.582 eV
largest force on an atom: 0.1100 hartree/bohr
HOMO level: -9.145 eV
gap between HOMO and LUMO: 9.727 eV
ΔE to the lowest compared entry with this formula, charge and spin: 526.0 kJ/mol
SMILES: NCC1=NN=CNN1



Entry 2:
DFT (the ωB97M-V functional and the def2-TZVPD basis) results for a molecular structure, Ca2H12N4O18.

Last column: Mulliken charge in e.
Element x y z (Å)
1 Ca 1.306 -0.341 -3.428  1.543
2 Ca -2.259 -2.575 -0.050  1.707
3 O 1.336 0.990 3.600  -0.570
4 O -1.219 -0.321 -0.057  -0.249
5 O -0.912 -1.188 -3.339  -0.599
6 O 1.632 2.014 -3.083  -0.645
7 O -2.804 1.384 1.809  -0.606
8 O 0.486 0.208 -1.288  0.101
9 O 1.899 -4.142 -0.709  -0.503
10 O 1.909 2.853 0.704  -0.650
11 O -0.203 -2.275 3.973  -0.548
12 O 1.389 -2.417 -1.908  -0.515
13 O 0.715 0.272 0.800  -0.412
14 O 2.715 -1.367 2.117  -0.628
15 O -1.350 -2.319 2.128  -0.611
16 O -1.251 2.508 -2.090  -0.568
17 O -2.795 -0.133 -3.261  -0.547
18 O -1.781 -0.838 3.660  -0.605
19 O -2.578 -2.092 -2.346  -0.744
20 O -0.010 -3.157 -0.395  -0.449
21 N -2.129 -1.123 -3.021  0.904
22 N -1.085 -1.790 3.263  0.821
23 N 1.103 -3.250 -0.977  0.484
24 N -0.065 0.129 -0.157  0.354
25 H -2.631 2.268 1.467  0.283
26 H -1.369 3.316 -1.575  0.303
27 H 1.620 1.917 0.722  0.340
28 H -0.326 2.264 -1.964  0.235
29 H 1.095 3.359 0.621  0.309
30 H 3.145 -1.848 1.400  0.300
31 H 1.966 -0.914 1.698  0.264
32 H 0.892 1.750 3.988  0.300
33 H 0.924 0.885 2.732  0.322
34 H 1.864 2.668 -2.404  0.290
35 H -2.418 0.783 1.150  0.242
36 H 1.185 2.524 -3.779  0.351

Cartesian forces (eV/Å) of the 6 atoms listed first:
-1.77 -1.31 2.67
2.07 0.88 0.96
0.05 0.23 -0.20
0.04 0.86 -0.10
0.69 0.04 -1.01
-0.13 0.23 -0.86

Results
lowest unoccupied orbital energy: -2.616 eV
largest force on an atom: 0.0673 hartree/bohr
HOMO level: -7.928 eV
gap between HOMO and LUMO: 5.312 eV



Entry 3:
DFT (the ωB97M-V functional and the def2-TZVPD basis) results for a single C22H25FN2O5S molecule.

Last column: natural (NBO) charge in e.
Element x y z (Å)
1 S 0.999 -0.293 -4.171  2.345
2 F 4.141 -2.175 6.186  -0.324
3 O 2.360 -0.487 -3.764  -0.940
4 O -2.605 -0.107 5.207  -0.625
5 O 0.334 -1.314 -4.925  -0.935
6 O -1.570 0.834 1.908  -0.521
7 O -3.509 0.764 0.768  -0.575
8 N -1.462 -1.209 3.596  -0.604
9 N 0.900 1.115 -5.014  -0.707
10 C -0.067 0.497 -0.346  -0.163
11 C 0.025 -0.017 -2.680  -0.314
12 C 1.814 2.183 -4.703  -0.230
13 C -1.355 -0.071 -2.750  -0.154
14 C 0.087 3.950 -4.021  -0.393
15 C -0.865 2.604 -5.966  -0.417
16 C 1.911 -1.435 6.361  -0.278
17 C -1.460 0.459 -0.407  -0.165
18 C -2.124 -0.151 4.097  0.654
19 C 0.673 0.261 -1.490  -0.213
20 C 0.255 -2.367 4.880  -0.061
21 C 0.605 -1.506 5.915  -0.177
22 C 2.545 -3.099 4.724  -0.280
23 C 1.232 -3.155 4.288  -0.193
24 C -0.103 1.275 -6.035  -0.211
25 C -2.307 0.701 0.789  0.789
26 C -2.101 0.172 -1.611  -0.166
27 C -1.169 -2.389 4.387  -0.244
28 C 2.863 -2.237 5.756  0.401
29 C -1.093 3.131 -4.548  -0.408
30 C 1.292 3.111 -3.602  -0.409
31 C -2.262 1.031 3.133  -0.179
32 H -3.328 1.193 2.935  0.245
33 H 0.363 1.181 -7.026  0.195
34 H -1.973 3.778 -4.560  0.214
35 H 0.423 0.717 0.589  0.235
36 H 0.969 -3.825 3.482  0.214
37 H 2.197 -0.775 7.165  0.231
38 H -3.180 0.141 -1.629  0.243
39 H 2.021 2.749 -5.615  0.200
40 H -0.782 0.430 -5.915  0.227
41 H -0.325 3.364 -6.534  0.198
42 H 2.739 1.709 -4.368  0.238
43 H 1.025 2.504 -2.735  0.202
44 H -1.302 2.303 -3.868  0.202
45 H -1.850 1.921 3.616  0.218
46 H -0.244 4.524 -3.152  0.210
47 H -0.156 -0.891 6.371  0.231
48 H -1.826 2.455 -6.461  0.220
49 H 1.752 0.273 -1.481  0.250
50 H 3.313 -3.710 4.277  0.231
51 H -1.356 -3.277 3.778  0.205
52 H 2.102 3.780 -3.305  0.212
53 H -1.863 -2.372 5.231  0.243
54 H 0.392 4.665 -4.788  0.193
55 H -1.003 -1.116 2.702  0.407
56 H -1.825 -0.323 -3.687  0.231

Cartesian forces (eV/Å) of the 6 atoms listed first:
-0.10 0.15 -0.06
-0.07 0.00 -0.01
-0.09 0.27 0.18
-0.17 0.20 0.37
-0.23 0.19 0.03
0.34 -0.02 0.00

Results
lowest unoccupied orbital energy: -0.361 eV
largest force on an atom: 0.0216 hartree/bohr
HOMO level: -9.278 eV
gap between HOMO and LUMO: 8.917 eV
ΔE to the lowest compared entry with this formula, charge and spin: 42.1 kJ/mol
SMILES: O=C(COC(=O)c1ccc(S(=O)(=O)N2CCCCCC2)cc1)NCc1ccc(F)cc1



Entry 4:
DFT (the ωB97M-V functional and the def2-TZVPD basis) results for a single CH3NOS molecule.

Last column: natural (NBO) charge in e.
Element x y z (Å)
1 S -0.224 0.043 0.736  1.269
2 O 0.773 -0.983 1.115  -0.924
3 N -0.794 -0.403 -0.816  -1.025
4 C 0.997 1.210 0.124  -0.221
5 H -0.347 -1.278 -1.049  0.396
6 H 1.391 1.952 0.780  0.119
7 H -1.795 -0.541 -0.890  0.385

Cartesian forces (eV/Å) of the 6 atoms listed first:
0.07 0.78 -1.26
0.21 -0.16 0.32
-0.19 0.14 0.60
-0.50 -1.34 -0.97
0.46 -0.11 -0.26
0.04 0.55 1.14

Results
lowest unoccupied orbital energy (alpha / beta): -1.347 / -1.344 eV
largest force on an atom: 0.0335 hartree/bohr
HOMO level (alpha / beta): -9.163 / -9.216 eV
gap between HOMO and LUMO (alpha / beta): 7.817 / 7.872 eV
ΔE to the lowest compared entry with this formula, charge and spin: 554.1 kJ/mol
SMILES: C#S(N)=O



Entry 5:
DFT (the ωB97M-V functional and the def2-TZVPD basis) results for a molecular structure, C20H50O20S5V.

Last column: Löwdin spin population.
Element x y z (Å)
1 V 0.059 -1.368 0.110  -0.054
2 S -4.443 5.571 2.203  0.000
3 S 2.907 0.690 -0.491  0.000
4 S 0.825 4.950 0.830  0.000
5 S 0.933 -1.972 3.603  0.000
6 S -0.689 -2.855 -5.505  0.000
7 O -1.286 -3.214 0.273  0.792
8 O 1.367 -4.947 -1.200  0.019
9 O -2.088 -2.904 -5.802  0.000
10 O 0.329 6.208 0.254  0.000
11 O -0.674 -0.373 1.192  0.033
12 O 1.796 -0.669 4.158  0.000
13 O 3.834 1.203 0.771  0.000
14 O 1.771 -0.043 0.034  0.000
15 O 2.663 1.842 -1.376  0.000
16 O -0.353 -0.848 -1.331  0.021
17 O 1.207 -2.003 2.190  0.001
18 O -5.250 5.590 3.431  0.000
19 O 1.254 -3.105 4.513  0.000
20 O -0.132 -4.382 -5.850  0.000
21 O 2.258 4.798 1.187  0.000
22 O -3.384 6.589 2.040  0.000
23 O 0.242 -1.864 -6.078  0.000
24 O -3.674 4.083 2.121  0.000
25 O 1.765 -2.894 -0.506  0.002
26 O 0.361 3.700 -0.077  0.000
27 C -1.149 2.256 -1.236  0.000
28 C 4.865 2.144 0.518  0.000
29 C -3.687 1.728 1.714  0.000
30 C -2.676 -3.251 0.093  0.079
31 C 1.492 -6.045 -6.307  0.000
32 C -0.252 4.693 2.345  0.000
33 C -0.442 -2.890 -3.708  0.000
34 C 2.075 -3.890 -1.105  0.001
35 C 2.773 1.535 3.963  0.000
36 C 5.133 2.974 1.795  0.000
37 C -0.947 3.644 -0.623  0.000
38 C -3.280 -4.171 1.137  0.016
39 C -3.218 -3.591 -1.314  0.063
40 C -0.822 -1.420 4.027  0.000
41 C -5.475 5.451 0.585  0.000
42 C 1.684 0.614 3.560  0.000
43 C -4.380 2.893 2.472  0.000
44 C 3.499 -3.948 -1.574  0.002
45 C 4.126 -0.468 -1.290  0.000
46 C 1.281 -4.585 -5.852  0.000
47 H -1.641 3.766 0.210  0.000
48 H 5.806 3.777 1.497  0.000
49 H -0.901 -1.536 5.108  0.000
50 H -3.085 -3.811 2.147  -0.001
51 H -3.017 -5.228 1.125  0.000
52 H -1.513 -2.102 3.531  0.000
53 H -2.945 -2.833 -2.048  0.000
54 H 1.204 -6.692 -5.478  0.000
55 H 3.646 1.204 3.400  0.000
56 H -2.645 1.659 2.026  0.000
57 H 3.696 -1.069 -2.091  0.000
58 H -0.207 3.628 2.574  0.000
59 H -0.883 -1.929 -3.443  0.000
60 H -1.077 1.580 -0.384  0.000
61 H 3.896 -4.932 -1.820  0.000
62 H -4.780 5.322 -0.245  0.000
63 H 4.199 -3.538 -0.846  0.000
64 H -4.237 2.754 3.544  0.000
65 H 2.551 -6.249 -6.471  0.000
66 H -0.355 1.988 -1.932  0.000
67 H 2.509 2.578 3.793  0.000
68 H 5.746 1.643 0.116  0.000
69 H -4.368 -4.111 1.088  0.003
70 H 4.634 -1.086 -0.549  0.000
71 H -6.015 6.397 0.536  0.000
72 H 3.547 -3.385 -2.506  0.000
73 H 4.656 2.827 -0.305  0.000
74 H -3.035 -2.232 0.239  0.019
75 H -2.153 2.207 -1.658  0.000
76 H 5.694 2.294 2.436  0.000
77 H 4.225 3.295 2.306  0.000
78 H 1.748 -4.319 -4.904  0.000
79 H -1.295 4.920 2.128  0.000
80 H -5.420 2.921 2.149  0.000
81 H 0.638 -2.963 -3.584  0.000
82 H 3.121 1.484 4.994  0.000
83 H 0.743 1.115 3.785  0.000
84 H -2.849 -4.512 -1.765  0.001
85 H -4.125 0.750 1.913  0.000
86 H 1.731 -3.863 -6.533  0.000
87 H -3.650 1.930 0.643  0.000
88 H -4.306 -3.647 -1.304  0.003
89 H -0.014 5.293 3.224  0.000
90 H 4.891 0.163 -1.742  0.000
91 H -6.126 4.586 0.708  0.000
92 H -0.937 -3.776 -3.311  0.000
93 H -1.041 -0.376 3.806  0.000
94 H 0.887 -6.380 -7.149  0.000
95 H 1.701 0.557 2.471  0.000
96 H -1.047 4.471 -1.326  0.000

Cartesian forces (eV/Å) of the 6 atoms listed first:
0.17 0.83 -0.08
0.93 0.28 0.33
1.66 1.65 -1.86
-0.25 1.75 1.43
0.20 0.52 3.20
2.33 -0.83 0.12

Results
lowest unoccupied orbital energy (alpha / beta): -1.323 / -3.551 eV
largest force on an atom: 0.1360 hartree/bohr
HOMO level (alpha / beta): -8.541 / -8.421 eV
spin multiplicity: 2
gap between HOMO and LUMO (alpha / beta): 7.217 / 4.870 eV



Entry 6:
DFT (the ωB97M-V functional and the def2-TZVPD basis) results for a molecular structure, C4H9NOS.

Last column: natural (NBO) charge in e.
Element x y z (Å)
1 S 0.218 -1.777 -3.065  0.194
2 O -0.802 0.661 0.198  -0.455
3 N 0.901 -0.680 -2.049  -0.811
4 C 0.708 -0.012 1.964  -0.387
5 C 0.274 0.126 0.681  0.184
6 C -1.770 1.345 0.928  -0.266
7 C 1.332 -0.767 -0.719  -0.223
8 H 0.706 0.272 -2.421  0.388
9 H 1.411 -1.709 -0.308  0.193
10 H -1.199 -1.691 -2.794  0.068
11 H -2.603 1.704 0.214  0.204
12 H -2.201 0.829 1.801  0.188
13 H 0.169 0.316 2.827  0.175
14 H 1.655 -0.496 2.172  0.187
15 H 2.447 -0.424 -0.702  0.185
16 H -1.247 2.304 1.272  0.175

Cartesian forces (eV/Å) of the 6 atoms listed first:
-1.93 -0.94 0.23
-2.14 -0.15 -1.59
-0.85 2.30 -1.09
2.07 -0.92 6.14
2.72 -1.47 -8.82
-0.46 2.92 0.12

Results
lowest unoccupied orbital energy (alpha / beta): 0.814 / -1.388 eV
largest force on an atom: 0.1817 hartree/bohr
HOMO level (alpha / beta): -4.335 / -8.524 eV
spin multiplicity: 3
gap between HOMO and LUMO (alpha / beta): 5.149 / 7.136 eV
ΔE to the lowest compared entry with this formula, charge and spin: 448.0 kJ/mol



Entry 7:
DFT (the ωB97M-V functional and the def2-TZVPD basis) results for a single C5H12N2O molecule.

Last column: natural (NBO) charge in e.
Element x y z (Å)
1 O 1.598 -0.200 1.151  -0.616
2 N 0.257 -0.952 -0.865  -0.604
3 N -2.724 -0.154 0.569  -0.888
4 C 0.085 -0.513 0.533  0.204
5 C 0.579 1.658 -0.935  -0.633
6 C -0.110 0.408 -0.533  0.107
7 C 2.616 -1.146 0.951  -0.243
8 C -1.873 0.495 -0.383  -0.234
9 H 2.312 -2.152 1.276  0.152
10 H 0.194 2.024 -1.891  0.216
11 H 2.901 -1.204 -0.110  0.164
12 H -0.558 -1.489 -1.170  0.349
13 H 3.516 -0.855 1.510  0.182
14 H -0.390 -1.061 1.331  0.234
15 H -2.013 1.576 -0.292  0.189
16 H -2.269 0.259 -1.378  0.160
17 H -2.898 -1.134 0.366  0.385
18 H -3.296 0.518 1.071  0.403
19 H 0.414 2.432 -0.182  0.228
20 H 1.657 1.490 -1.020  0.245

Cartesian forces (eV/Å) of the 6 atoms listed first:
-2.60 -0.23 -0.47
-0.07 -0.26 0.72
1.84 0.15 0.13
7.25 -0.67 0.75
0.28 0.08 0.03
-5.93 -0.34 1.44

Results
lowest unoccupied orbital energy: 0.835 eV
largest force on an atom: 0.1423 hartree/bohr
HOMO level: -8.696 eV
gap between HOMO and LUMO: 9.531 eV
ΔE to the lowest compared entry with this formula, charge and spin: 497.0 kJ/mol
SMILES: CO[C@@H]1N[C@@]1(C)CN



Entry 8:
DFT (the ωB97M-V functional and the def2-TZVPD basis) results for a gas-phase ion, C5H3O3 (charge -1).

Last column: natural (NBO) charge in e.
Element x y z (Å)
1 O 1.402 0.528 -2.669  -0.629
2 O -1.296 -1.590 -1.115  -0.630
3 O 0.855 1.034 1.883  -0.632
4 C -0.685 -0.914 -0.315  0.556
5 C -0.914 -0.632 1.169  -0.596
6 C 0.259 0.356 1.081  0.578
7 C 1.055 0.801 -1.513  0.398
8 C 0.316 0.165 -0.426  -0.523
9 H -1.747 -0.072 1.236  0.211
10 H -0.782 -1.466 1.858  0.197
11 H 1.538 1.790 -1.188  0.070

Cartesian forces (eV/Å) of the 6 atoms listed first:
-1.27 -0.86 0.68
-0.18 -0.75 0.08
0.09 0.14 0.70
0.78 1.89 -0.93
3.29 -1.95 0.12
0.18 0.11 -3.14

Results
lowest unoccupied orbital energy: 4.022 eV
largest force on an atom: 0.0744 hartree/bohr
HOMO level: -4.181 eV
gap between HOMO and LUMO: 8.202 eV
total charge: -1
ΔE to the lowest compared entry with this formula, charge and spin: 83.6 kJ/mol
SMILES: O=C1CC(=O)C1=C[O-]



In the order shown, the computed molar mass values come out to 113.1 436.3 448.5 77.1 821.9 119.2 116.2 111.1 g/mol.